## one
Here is a cluster of 2 separate species, CH4NOP in total from the Open Molecules 2025 dataset. Energies are from wB97M-V/def2-TZVPD.

## Properties
- LUMO (spin up / spin down) (eV) = -0.581 / -0.581
- SMILES string = C#[N+][O-].P

The geometry in ORCA input format:
```
! RIJCOSX wB97M-V def2-TZVPD def2/J DEFGRID3
* xyz 0 1
C 1.087 -0.475 -0.427
N 1.970 -0.886 0.259
O 2.430 -1.185 1.365
H 1.033 -0.464 -1.520
P -1.850 0.351 0.397
H -0.596 0.016 -0.013
H -2.737 1.022 -0.595
H -1.338 1.621 0.535
*
```

---

## two
Here is the molecule CH4NOP from the Open Molecules 2025 dataset. Energies are from wB97M-V/def2-TZVPD.

## Properties
- LUMO (eV) = -0.117
- SMILES string = O=NCP

The geometry in ORCA input format:
```
! RIJCOSX wB97M-V def2-TZVPD def2/J DEFGRID3
* xyz 0 1
O 2.717 0.030 -0.499
N 2.039 0.487 0.406
C 0.822 -0.097 0.634
P -0.460 1.127 0.035
H 0.681 -0.225 1.657
H 0.656 -1.111 0.177
H -0.108 0.861 -1.297
H 0.405 2.238 0.380
*
```

---

On energetic grounds, two is preferred over the next structure by 194.6 kJ/mol.

---

## one
Here is the molecule C4H12NOPS from the Open Molecules 2025 dataset. Energies are from wB97M-V/def2-TZVPD.

## Properties
- LUMO (eV) = 0.637
- SMILES string = CS[P@@](N)(=O)C(C)C

The geometry in ORCA input format:
```
! RIJCOSX wB97M-V def2-TZVPD def2/J DEFGRID3
* xyz 0 1
C -1.733 2.168 -1.128
S -1.932 1.443 0.640
P -0.967 -0.368 0.202
N -1.343 -1.379 1.395
O -1.369 -0.858 -1.116
C 1.049 -0.129 0.373
C 1.457 0.483 -0.968
C 1.702 -1.449 0.794
H -2.874 2.436 -1.353
H -1.359 1.299 -1.760
H -1.043 2.996 -1.146
H -1.228 -1.070 2.337
H -2.096 -1.960 1.436
H 1.137 0.500 1.213
H 0.993 -0.286 -1.602
H 1.115 1.433 -1.407
H 2.583 0.392 -1.009
H 1.409 -2.475 0.513
H 1.633 -1.585 1.953
H 2.867 -1.592 0.633
*
```

---

## two
Here is a cluster of 2 separate species, C4H12NOPS in total from the Open Molecules 2025 dataset. Energies are from wB97M-V/def2-TZVPD.

## Properties
- LUMO (spin up / spin down) (eV) = -0.934 / -0.926

The geometry in ORCA input format:
```
! RIJCOSX wB97M-V def2-TZVPD def2/J DEFGRID3
* xyz 0 1
C -0.743 -1.466 -1.677
C -1.826 -0.416 0.420
C 1.438 2.584 -0.272
C -0.698 -1.264 -0.152
N 0.874 -0.599 2.112
O 0.224 2.023 0.052
P 0.851 -0.531 0.399
S 2.535 -0.931 -0.387
H -0.452 -2.539 -2.028
H -1.740 -1.250 -1.881
H -0.143 -0.832 -2.199
H -1.980 -0.452 1.542
H -2.865 -0.640 0.002
H -1.676 0.689 -0.008
H 1.598 2.554 -1.390
H 2.326 1.984 0.232
H 1.310 3.543 0.102
H -0.737 -2.274 0.310
H 0.026 -0.153 2.401
H 1.676 -0.030 2.422
*
```

---

On energetic grounds, one is preferred over the next structure by 254.2 kJ/mol.

---

## one
Here is a cluster of 2 separate species, C7H11N2O3 in total from the Open Molecules 2025 dataset. Energies are from wB97M-V/def2-TZVPD.

## Properties
- LUMO (spin up / spin down) (eV) = -3.915 / -4.109

The geometry in ORCA input format:
```
! RIJCOSX wB97M-V def2-TZVPD def2/J DEFGRID3
* xyz 1 1
C 2.572 0.748 -0.771
C -1.798 0.875 0.216
C -0.239 -1.362 -1.266
C -0.330 -2.479 -0.210
C 1.314 0.697 0.993
C -0.595 -1.063 0.113
C -3.101 1.387 0.782
N 3.343 0.119 0.132
N 1.433 1.223 -0.201
O -1.067 1.484 -0.574
O 2.479 0.051 1.284
O -1.575 -0.344 0.667
H 3.120 0.805 -1.695
H 0.830 -1.130 -1.433
H -0.985 -1.350 -2.073
H -1.183 -3.180 -0.224
H 0.565 -3.004 0.099
H 0.628 1.142 1.689
H -4.023 0.790 0.823
H -3.411 2.409 0.480
H -2.735 1.266 1.781
H 4.125 -0.497 0.144
H 0.633 1.412 -0.757
*
```

---

## two
Here is the ion C7H11N2O3 with charge +1 from the Open Molecules 2025 dataset. Energies are from wB97M-V/def2-TZVPD.

## Properties
- LUMO (eV) = -3.537
- SMILES string = [NH3+]CC1=C(O)C=CC[C@@H]1[N+](=O)[O-]

The geometry in ORCA input format:
```
! RIJCOSX wB97M-V def2-TZVPD def2/J DEFGRID3
* xyz 1 1
N -1.836 -1.091 1.957
C -1.567 0.119 1.095
C -0.346 -0.052 0.125
C 0.575 -1.065 0.228
O 0.418 -2.211 1.036
C 1.571 -1.139 -0.832
C 1.665 -0.246 -1.822
C 0.676 0.818 -1.996
C -0.151 1.134 -0.752
N 0.558 2.255 -0.058
O 0.485 2.407 1.136
O 1.191 2.946 -0.787
H -2.668 -1.570 1.558
H -2.060 -0.887 2.967
H -0.891 -1.576 1.971
H -2.381 0.494 0.551
H -1.271 0.860 1.776
H 1.218 -2.590 1.375
H 2.395 -1.770 -0.822
H 2.321 -0.366 -2.585
H 1.245 1.720 -2.269
H 0.026 0.399 -2.790
H -1.174 1.409 -1.061
*
```

---

On energetic grounds, two is preferred over the next structure by 264.0 kJ/mol.

---

## one
Here is the molecule C6H7ClO from the Open Molecules 2025 dataset. Energies are from wB97M-V/def2-TZVPD.

## Properties
- LUMO (eV) = 0.834
- SMILES string = Cc1coc(Cl)c1C

The geometry in ORCA input format:
```
! RIJCOSX wB97M-V def2-TZVPD def2/J DEFGRID3
* xyz 0 1
C -2.107 -0.080 -0.007
C -0.577 -0.541 0.053
C -0.115 -1.841 0.075
O 1.275 -1.852 -0.040
C 1.607 -0.551 0.019
Cl 3.361 -0.366 0.034
C 0.642 0.278 0.179
C 0.929 1.738 0.012
H -2.395 0.268 1.065
H -2.177 0.678 -0.729
H -2.600 -1.046 -0.264
H -0.586 -2.904 -0.012
H -0.015 2.315 -0.375
H 1.507 1.765 -0.979
H 1.251 2.139 0.970
*
```

---

## two
Here is the molecule C6H7ClO from the Open Molecules 2025 dataset. Energies are from wB97M-V/def2-TZVPD.

## Properties
- LUMO (eV) = 0.710
- SMILES string = C[C@@H]1[C@@H](Cl)[C@H]1C=C=O

The geometry in ORCA input format:
```
! RIJCOSX wB97M-V def2-TZVPD def2/J DEFGRID3
* xyz 0 1
C -0.957 -1.343 1.320
C -0.312 -0.067 0.896
C -0.940 1.165 0.250
Cl -0.186 2.721 0.743
C -0.043 0.267 -0.553
C 1.331 0.511 -1.173
C 1.992 -0.085 -2.127
O 2.594 -0.577 -2.996
H -1.950 -1.412 0.651
H -1.184 -1.544 2.434
H -0.319 -2.172 0.854
H 0.594 0.293 1.484
H -2.053 1.459 0.000
H -0.541 -0.470 -1.167
H 1.974 1.254 -0.614
*
```

---

## three
Here is the molecule C6H7ClO from the Open Molecules 2025 dataset. Energies are from wB97M-V/def2-TZVPD.

## Properties
- LUMO (eV) = 0.859
- SMILES string = Cc1coc(Cl)c1C

The geometry in ORCA input format:
```
! RIJCOSX wB97M-V def2-TZVPD def2/J DEFGRID3
* xyz 0 1
C -0.407 0.820 -2.751
C 0.093 0.564 -1.385
C 1.199 1.103 -0.810
O 1.329 0.671 0.492
C 0.283 -0.088 0.726
Cl 0.165 -0.784 2.267
C -0.563 -0.191 -0.329
C -1.820 -0.991 -0.483
H -0.402 -0.168 -3.250
H -1.463 1.195 -2.717
H 0.288 1.398 -3.369
H 1.968 1.757 -1.199
H -2.177 -0.918 -1.524
H -2.641 -0.542 0.096
H -1.715 -2.066 -0.326
*
```

---

On energetic grounds, three is preferred over the next structure by 119.4 kJ/mol.